The following is a quantum chemistry calculation of C47H56GeN11O7P2Re as an isolated structure at a distorted geometry, from OMol25.

```
125
Properties=species:S:1:pos:R:3
Re -1.13431 -0.58289 0.07685
C 4.10224 1.19500 0.29525
N 2.96082 0.30964 0.31367
C 1.66836 0.62102 0.35296
N 0.95452 -0.49993 0.44045
C 1.89286 -1.48302 0.46579
N 3.10710 -1.01590 0.38770
C 4.33212 1.89263 -1.02803
C 4.51896 3.27015 -1.07430
C 4.76450 3.91109 -2.27940
C 4.73779 3.20540 -3.46619
C 4.50550 1.83178 -3.43487
C 4.37101 1.17109 -2.20998
C 4.19751 1.13635 -4.66498
N 4.12262 1.59539 -5.87819
N 3.49802 0.67268 -6.62503
C 3.20975 -0.32691 -5.85108
O 3.65188 -0.10759 -4.58228
C 2.34972 -1.46727 -6.05688
C 1.43981 -1.50066 -7.10903
C 0.48438 -2.50014 -7.13916
C 0.40967 -3.44066 -6.12285
C 1.32462 -3.41594 -5.07714
C 1.23023 -4.38698 -3.92611
N 0.36716 -3.87790 -2.87954
C 0.48589 -2.80807 -2.08579
N -0.55366 -2.73304 -1.27007
C -1.29446 -3.80605 -1.62218
N -0.76693 -4.51212 -2.58523
C 2.30731 -2.44323 -5.06327
H 4.96923 0.57293 0.54051
H 3.95354 1.94713 1.07466
H 1.28066 1.62661 0.31909
H 1.67752 -2.52550 0.58366
H 4.47263 3.85044 -0.16689
H 4.95889 4.97184 -2.29522
H 4.85419 3.69308 -4.42073
H 4.27422 0.09561 -2.18451
H 1.47488 -0.73207 -7.86488
H -0.23297 -2.53312 -7.94455
H -0.36347 -4.19537 -6.13615
H 2.22296 -4.58243 -3.50773
H 0.78065 -5.33010 -4.24518
H 1.30962 -2.12593 -2.12352
H -2.22238 -4.07457 -1.16994
H 3.04329 -2.43122 -4.27239
N -1.32022 2.58776 -3.54212
C 0.00281 2.48037 -2.87054
C 1.04983 3.27668 -3.59661
P -0.35042 3.01126 -1.12944
O -1.10422 4.41487 -1.51437
O 0.86177 3.31024 -0.33845
O -1.39843 2.05074 -0.64462
P 0.25795 0.63404 -3.03613
O 1.75800 0.34297 -2.53453
O 0.07702 0.39220 -4.49033
O -0.67015 -0.09119 -2.11918
H -1.54642 3.54308 -3.84069
H -1.99793 2.29377 -2.81895
H -1.28877 1.90829 -4.33098
H 0.76080 4.32441 -3.68438
H 1.22781 2.87212 -4.59418
H 1.97940 3.23740 -3.03278
H -0.72569 5.07824 -0.93961
H 2.33876 0.29459 -3.29891
C -2.65219 -3.90186 1.69139
N -2.97812 -2.50653 1.93259
C -2.94703 -2.27986 3.36611
C -4.26281 -2.11010 1.37907
C -4.21873 -1.86249 -0.12721
N -3.40762 -0.70368 -0.56984
C -4.10723 0.54297 -0.20108
C -3.39386 -0.76288 -2.04280
H -3.21788 -4.56844 2.35723
H -1.58901 -4.04942 1.87166
H -2.88258 -4.18992 0.67288
H -3.63765 -2.95403 3.89549
H -3.22585 -1.25689 3.60461
H -1.93790 -2.46252 3.72415
H -4.57201 -1.19983 1.89334
H -5.03539 -2.87341 1.57258
H -5.25119 -1.70986 -0.47156
H -3.82449 -2.75040 -0.62165
H -5.06043 0.61818 -0.73294
H -3.47232 1.39451 -0.44244
H -4.30221 0.56075 0.86620
H -4.41063 -0.88150 -2.43491
H -2.78570 -1.59629 -2.39533
H -2.96884 0.15682 -2.43958
C -1.53264 0.12243 1.85504
Ge -0.71834 0.37220 3.65916
C 0.46674 -1.06624 4.36746
C 1.81119 -1.02770 4.01647
C 2.72221 -1.89898 4.58343
C 2.30173 -2.82690 5.52144
C 0.96150 -2.89982 5.85591
C 0.05498 -2.02518 5.28338
C 0.33441 2.05009 3.80249
C 0.06777 3.16145 3.01729
C 0.67860 4.37127 3.29847
C 1.55900 4.47928 4.36180
C 1.83895 3.36923 5.14075
C 1.22307 2.16329 4.86455
C -2.33767 0.73722 4.79013
C -3.30283 1.58824 4.26174
C -4.50877 1.79449 4.90472
C -4.76836 1.15368 6.10397
C -3.79300 0.35723 6.67603
C -2.58403 0.16279 6.02966
H -2.45721 0.69902 1.95371
H 2.14486 -0.28245 3.30603
H 3.76322 -1.84769 4.30160
H 3.01529 -3.48631 5.99051
H 0.62030 -3.63483 6.56955
H -0.98265 -2.08972 5.57243
H -0.61231 3.07559 2.18127
H 0.46104 5.23342 2.68670
H 2.02450 5.42647 4.58839
H 2.52705 3.44182 5.96963
H 1.42533 1.29931 5.48416
H -3.10124 2.10594 3.33288
H -5.24976 2.44838 4.46827
H -5.71961 1.28676 6.59471
H -3.97851 -0.12147 7.62573
H -1.82347 -0.43873 6.50201
```

- Energy relative to the best compared isomer or geometry (same formula, charge and spin): 0.00 kJ/mol
- Lowest unoccupied orbital energy (spin up / spin down): -0.112 / -0.100 hartree
- HOMO energy (spin up / spin down): -10.19 / -10.10 eV
- HOMO-LUMO gap (spin up / spin down): 7.15 / 7.37 eV
- Total charge: +1
- 2S+1: 2

Atom charges from the Löwdin analysis, given in e for atoms 1 to 8:
1. Re 1.413
2. C -0.051
3. N -0.092
4. C -0.107
5. N -0.079
6. C -0.203
7. N 0.140
8. C -0.182